[1]
5 unconnected molecules or ions with the total composition C11H19N5O at a distorted geometry. Source: OMol25; level of theory: ωB97M-V/def2-TZVPD.

Properties
Energy relative to the best compared isomer or geometry (same formula, charge and spin) (kcal/mol): 0.0
SMILES: CN(C)C=O.CC#N.CC#N.CC#N.CC#N
LUMO (eV): 0.317
HOMO energy (eV): -9.6
Kohn-Sham gap (eV): 10.0

CARTESIAN COORDINATES (ANGSTROEM)
C -1.409 2.484 -1.084
O -2.552 2.490 -0.674
N -0.457 1.602 -0.756
C 0.909 1.708 -1.214
C -0.734 0.531 0.184
H -1.072 3.254 -1.798
H 1.292 0.803 -1.680
H 1.566 1.926 -0.363
H 0.971 2.574 -1.873
H -0.390 -0.420 -0.227
H -0.189 0.729 1.111
H -1.803 0.449 0.348
C -0.124 -2.457 2.684
C -0.076 -3.921 2.829
N -0.037 -5.063 2.937
H -0.937 -2.082 3.300
H -0.355 -2.230 1.645
H 0.861 -2.110 2.983
C -4.912 -0.561 0.739
C -3.937 -1.321 -0.035
N -3.151 -1.874 -0.652
H -4.665 0.495 0.753
H -4.925 -0.999 1.741
H -5.915 -0.749 0.358
C -0.449 -2.469 -2.543
C 0.836 -2.149 -1.963
N 1.854 -1.881 -1.513
H -0.881 -1.560 -2.962
H -1.136 -2.867 -1.798
H -0.397 -3.225 -3.327
C 5.255 2.756 0.729
C 5.553 3.994 0.033
N 5.789 4.955 -0.544
H 5.151 2.858 1.804
H 6.084 2.070 0.521
H 4.381 2.260 0.308


[2]
12 unconnected molecules or ions with the total composition C26H80BF4N6O11 at a distorted geometry. Source: OMol25; level of theory: ωB97M-V/def2-TZVPD.

Properties
Total charge: -1
LUMO (eV): 2.301
HOMO energy (eV): -6.4
Kohn-Sham gap (eV): 8.7

CARTESIAN COORDINATES (ANGSTROEM)
B 7.936 -12.150 15.836
F 7.273 -13.340 15.723
F 7.599 -11.385 14.746
F 7.566 -11.503 16.997
F 9.320 -12.365 15.839
C 5.011 -12.807 18.441
C 5.775 -13.071 19.789
O 4.813 -12.537 20.786
H 4.931 -11.739 18.240
H 4.048 -13.316 18.398
H 5.665 -13.197 17.660
H 6.721 -12.534 19.732
H 6.010 -14.123 19.955
H 4.114 -13.177 20.945
O 9.749 -10.704 18.361
H 9.141 -10.208 18.911
H 9.225 -10.971 17.603
O 5.751 -9.824 16.012
H 6.444 -10.489 16.038
H 5.606 -9.592 16.930
O 9.724 -14.735 14.305
H 9.409 -14.341 13.487
H 9.150 -14.374 14.982
O 5.463 -13.136 13.850
H 6.171 -13.014 14.486
H 4.891 -12.376 13.981
C 2.101 -10.458 12.409
C 3.540 -10.762 12.906
C 4.610 -9.703 12.810
O 4.673 -9.327 11.453
C 5.574 -8.285 11.163
N 3.414 -11.222 14.271
H 1.808 -11.334 11.831
H 2.104 -9.535 11.828
H 1.387 -10.317 13.221
H 3.841 -11.636 12.326
H 5.608 -9.973 13.160
H 4.356 -8.842 13.431
H 5.544 -7.469 11.887
H 5.398 -7.827 10.189
H 6.621 -8.587 11.200
H 2.457 -10.932 14.416
H 3.886 -10.523 14.831
C 10.841 -19.538 17.272
C 11.056 -18.180 17.867
C 9.956 -17.146 17.624
O 10.310 -15.851 18.060
C 9.241 -14.902 17.979
N 11.401 -18.249 19.301
H 11.723 -20.173 17.363
H 10.685 -19.415 16.200
H 10.024 -20.078 17.751
H 11.905 -17.746 17.336
H 9.014 -17.484 18.059
H 9.795 -16.957 16.561
H 8.760 -14.867 17.002
H 9.573 -13.925 18.331
H 8.445 -15.171 18.676
H 10.551 -18.567 19.748
H 11.430 -17.299 19.648
C 10.216 -7.504 15.172
C 8.775 -7.538 15.756
C 8.260 -6.145 16.068
O 8.920 -5.586 17.217
C 8.210 -4.366 17.505
N 7.966 -8.269 14.736
H 10.307 -6.994 14.214
H 10.539 -8.526 14.969
H 10.918 -7.119 15.912
H 8.852 -8.125 16.672
H 7.194 -6.272 16.264
H 8.450 -5.525 15.191
H 8.487 -3.467 16.952
H 8.576 -4.065 18.487
H 7.130 -4.505 17.552
H 7.060 -8.498 15.124
H 8.334 -9.210 14.694
C 13.961 -13.233 14.844
C 13.514 -14.370 15.688
C 14.434 -14.691 16.901
O 15.704 -15.163 16.400
C 16.735 -15.117 17.428
N 12.236 -13.884 16.227
H 13.422 -13.173 13.899
H 14.999 -13.420 14.561
H 14.029 -12.285 15.377
H 13.296 -15.297 15.157
H 13.920 -15.429 17.518
H 14.585 -13.848 17.576
H 17.693 -15.452 17.032
H 16.556 -15.756 18.293
H 16.841 -14.080 17.749
H 11.719 -14.713 16.489
H 11.650 -13.487 15.506
C 7.084 -16.475 12.568
C 6.073 -16.787 13.653
C 6.514 -16.633 15.126
O 5.491 -17.093 15.962
C 5.730 -16.693 17.336
N 4.912 -15.998 13.304
H 6.690 -16.690 11.575
H 7.955 -17.104 12.757
H 7.356 -15.419 12.573
H 5.794 -17.839 13.577
H 6.737 -15.580 15.303
H 7.382 -17.243 15.383
H 4.909 -16.986 17.990
H 6.058 -15.663 17.476
H 6.508 -17.330 17.761
H 4.970 -15.056 13.670
H 4.130 -16.455 13.753
C 8.464 -10.612 11.501
C 9.294 -11.942 11.765
C 10.625 -11.655 12.552
O 11.324 -10.583 11.888
C 12.524 -10.226 12.571
N 8.482 -12.890 12.521
H 8.232 -10.062 12.413
H 7.582 -10.746 10.874
H 9.041 -9.841 10.988
H 9.584 -12.411 10.824
H 11.148 -12.610 12.624
H 10.303 -11.389 13.560
H 12.224 -9.573 13.392
H 13.121 -9.571 11.936
H 13.112 -11.082 12.904
H 7.688 -13.071 11.923
H 8.137 -12.307 13.272


[3]
2 unconnected molecules or ions with the total composition C7H13NO3S at a distorted geometry. Source: OMol25; level of theory: ωB97M-V/def2-TZVPD.

Properties
Energy relative to the best compared isomer or geometry (same formula, charge and spin) (kcal/mol): 94.6
LUMO (spin up / spin down) (eV): 0.537 / 0.242
HOMO energy (spin up / spin down) (eV): -7.2 / -7.0
Kohn-Sham gap (spin up / spin down) (eV): 7.8 / 7.2

CARTESIAN COORDINATES (ANGSTROEM)
C -1.697 0.074 -1.483
C 1.802 1.554 0.553
C 2.038 0.536 -0.563
C 0.280 1.471 0.814
C 1.864 -0.844 -0.026
C -0.141 0.044 0.974
C -2.267 -0.572 -0.319
N -2.330 -1.906 -0.099
O -0.963 -0.668 -2.398
O -1.803 1.294 -1.642
O 0.577 -1.025 0.534
S -0.965 -0.429 2.447
H 2.343 1.192 1.333
H 2.162 2.557 0.308
H 1.312 0.669 -1.450
H 3.000 0.576 -1.082
H 0.061 2.006 1.650
H -0.236 1.868 -0.057
H 2.098 -1.534 -0.795
H 2.590 -1.257 0.682
H -2.978 0.086 0.236
H -0.898 -1.556 -2.346
H -2.435 -2.170 0.854
H -1.459 -2.306 -0.426
H -1.953 0.343 2.303


[4]
A molecular structure, C28H38BN8O6S3W. Source: OMol25; level of theory: ωB97M-V/def2-TZVPD.

Properties
Energy relative to the best compared isomer or geometry (same formula, charge and spin) (kcal/mol): 25.9
Total charge: +1
LUMO (eV): -3.690
HOMO energy (eV): -10.4
Kohn-Sham gap (eV): 6.7

CARTESIAN COORDINATES (ANGSTROEM)
W -0.616 -0.183 0.215
O 3.497 -0.027 1.564
C 2.199 -0.071 1.390
O 1.647 0.336 0.376
C 1.403 -0.593 2.518
C 1.860 -1.000 3.751
C 0.911 -1.372 4.705
C -0.438 -1.300 4.406
C -0.808 -0.876 3.138
N 0.102 -0.558 2.238
C -2.221 -0.654 2.647
O -3.170 -0.886 3.340
O -2.232 -0.122 1.443
H 3.913 0.347 0.770
H 2.919 -1.021 3.964
H 1.237 -1.703 5.682
H -1.212 -1.555 5.116
C 0.883 6.177 3.345
C -0.328 5.381 2.855
C -1.562 6.273 2.720
C -0.623 4.286 3.872
N 0.002 4.867 1.476
C 0.350 5.788 0.494
C 0.543 5.118 -0.650
N 0.334 3.778 -0.389
B 0.266 2.619 -1.363
N -0.850 2.710 -2.408
C -0.786 3.241 -3.676
C -1.895 2.859 -4.337
N -2.635 2.058 -3.484
C -1.973 1.977 -2.309
S -2.498 1.147 -0.886
C -3.906 1.350 -3.861
C -4.258 1.720 -5.299
C -3.677 -0.158 -3.784
C -5.036 1.816 -2.946
N 1.569 2.188 -2.052
C 2.789 2.785 -2.261
C 3.606 1.859 -2.808
N 2.890 0.677 -2.913
C 1.641 0.896 -2.437
S 0.345 -0.245 -2.286
C 3.448 -0.625 -3.410
C 2.603 -1.126 -4.579
C 4.873 -0.394 -3.904
C 3.474 -1.622 -2.251
C -0.012 3.632 0.913
S -0.404 2.144 1.712
H 0.678 6.550 4.348
H 1.105 7.038 2.716
H 1.768 5.541 3.390
H -1.829 6.666 3.701
H -2.407 5.699 2.338
H -1.388 7.121 2.057
H -0.801 4.785 4.825
H 0.217 3.606 3.998
H -1.511 3.713 3.618
H 0.420 6.839 0.699
H 0.798 5.479 -1.631
H 0.037 1.706 -0.678
H 0.045 3.837 -4.010
H -2.214 3.088 -5.335
H -3.485 1.408 -6.003
H -4.447 2.788 -5.413
H -5.174 1.195 -5.564
H -2.868 -0.453 -4.455
H -4.588 -0.667 -4.100
H -3.433 -0.488 -2.778
H -5.145 2.900 -2.994
H -4.871 1.521 -1.913
H -5.970 1.364 -3.280
H 2.980 3.813 -2.009
H 4.620 1.952 -3.142
H 2.570 -0.379 -5.373
H 1.588 -1.367 -4.274
H 3.060 -2.031 -4.981
H 4.908 0.322 -4.726
H 5.256 -1.343 -4.274
H 5.539 -0.062 -3.106
H 2.480 -1.803 -1.846
H 4.129 -1.256 -1.456
H 3.881 -2.570 -2.606
O -1.612 -1.623 -0.675
N -0.902 -2.124 0.403
O 0.400 -1.929 0.021